A cluster of 2 separate species, C20H21N4O6 in total in a non-equilibrium geometry, computed with ωB97M-V with the def2-TZVPD basis set.

Geometry as XYZ:
```
51
Properties=species:S:1:pos:R:3:forces:R:3:nbo_charge:R:1
O -4.00926 -4.36742 2.61963 0.3 -0.3 0.3 -0.66
O -1.92944 0.76272 0.00223 -0.3 0.5 -0.2 -0.75
O -5.38249 -1.35449 -1.34479 0.1 0.2 0.1 -0.66
O -1.58706 -0.72941 1.56516 -0.1 -1.0 1.0 -0.82
N 1.41387 1.51702 -0.77997 -0.1 -0.5 1.1 -0.21
O 5.53295 5.13597 -4.09483 0.2 0.3 -0.3 -0.68
O 3.33496 -1.51730 3.94005 0.0 -0.2 0.3 -0.68
C -4.57763 -3.50963 1.96049 -0.5 -1.1 0.3 0.68
C -2.33714 0.04901 0.93636 0.4 0.3 -0.8 0.75
C -4.42300 -1.52421 -0.59705 -0.9 -0.3 -0.5 0.66
C 2.71549 1.63248 -0.63715 0.3 -0.3 0.5 0.12
C 3.62166 3.78969 -3.61618 -0.2 -0.2 0.2 -0.28
C 5.44403 3.89396 -2.04644 -0.6 -0.4 0.1 -0.31
C 4.45509 -0.24983 2.25504 0.4 0.5 -0.7 -0.31
C 2.93477 2.91886 -2.76383 0.6 0.3 -0.1 -0.15
C 4.75592 3.02820 -1.18673 -0.3 0.2 -0.5 -0.17
C 4.40931 0.54229 1.10089 -0.1 -0.4 0.7 -0.15
C 2.04654 -0.48150 2.20438 0.0 -0.3 0.5 -0.34
C 4.87549 4.27747 -3.26163 0.2 -0.3 0.8 0.30
C 3.27758 -0.75276 2.81221 -1.5 0.4 -0.9 0.30
C 3.49349 2.51577 -1.53607 0.0 0.1 -0.2 -0.09
C 3.16894 0.84667 0.51620 0.8 0.8 -0.9 -0.18
C 2.01044 0.31154 1.05693 -0.9 0.3 -0.7 0.22
N 0.96639 0.72631 0.24195 0.8 -0.4 0.6 -0.39
N -3.26617 -2.04848 -1.02666 0.8 -0.4 0.5 -0.61
N -4.00887 -2.33028 1.72391 0.1 1.3 -0.4 -0.63
C -5.96358 -3.78926 1.41463 0.3 0.2 -0.1 -0.72
C -2.95980 -2.36587 -2.41722 -0.4 0.4 0.4 -0.41
C -3.83368 0.07624 1.27243 -0.1 0.1 0.0 -0.51
C -4.55533 -1.23384 0.91093 0.8 -0.3 0.3 -0.11
H 6.36740 5.41008 -3.68660 -0.3 -0.2 -0.1 0.47
H 2.43383 -1.79705 4.16884 0.4 0.1 -0.1 0.48
H 3.17604 4.09262 -4.55732 0.1 0.0 0.1 0.22
H 6.41279 4.27815 -1.74850 0.0 0.0 0.0 0.20
H 5.40354 -0.48442 2.72478 -0.1 0.0 0.0 0.21
H 1.95043 2.55769 -3.05399 0.2 0.0 0.2 0.24
H 5.20118 2.79466 -0.22807 -0.1 0.0 -0.1 0.21
H 5.33850 0.89653 0.67218 0.0 0.0 0.0 0.20
H 1.10944 -0.86991 2.59333 0.1 -0.1 0.1 0.23
H -0.03204 0.49229 0.39503 0.2 0.4 -0.6 0.47
H -2.51502 -2.10553 -0.34862 0.0 0.1 -0.2 0.42
H -3.06632 -2.19628 2.07917 0.1 0.1 0.0 0.45
H -5.95724 -3.68178 0.33173 -0.2 0.1 -0.1 0.23
H -6.24528 -4.80678 1.67557 0.1 0.1 0.1 0.23
H -6.67026 -3.08878 1.85299 -0.2 0.1 -0.1 0.22
H -2.04773 -2.96138 -2.46847 -0.1 0.1 0.1 0.20
H -2.81308 -1.43683 -2.97116 0.0 -0.1 -0.2 0.20
H -3.78701 -2.92145 -2.86161 0.0 0.1 0.0 0.21
H -4.31144 0.89507 0.73099 0.1 -0.1 -0.1 0.23
H -3.95794 0.26705 2.34030 0.0 -0.1 0.1 0.22
H -5.61326 -1.10383 1.13451 0.0 -0.1 -0.3 0.22
```
Forces are in eV/Å.

HOMO-LUMO gap, eV: 7.49
Molar mass, g/mol: 413.41
Charge: -1
Energy, hartree: -1445.36071
HOMO, eV: -5.194
LUMO energy, eV: 2.30
Spin multiplicity: 1

The molecule C20H21N5O3 in a non-equilibrium geometry, computed with ωB97M-V with the def2-TZVPD basis set.

Geometry as XYZ:
```
49
Properties=species:S:1:pos:R:3:forces:R:3:nbo_charge:R:1
C -4.13640 1.17158 5.02230 -1.3 -0.5 -0.6 -0.26
O -3.09975 1.28433 4.03747 0.2 -0.9 0.5 -0.47
C -3.07609 2.39037 3.34027 -1.8 3.0 0.2 0.74
O -3.83557 3.35787 3.51680 1.0 -1.8 0.0 -0.60
C -2.03820 2.56034 2.33432 2.5 -2.5 -2.5 -0.28
C -1.50600 1.58966 1.46941 -0.5 2.7 1.1 0.12
N -0.46506 1.84009 0.54791 -1.4 -0.3 0.8 -0.60
C -0.17242 0.70227 -0.13681 3.2 -0.4 -1.2 0.65
N 0.86427 0.51817 -0.89258 -1.6 -0.8 0.1 -0.54
C 1.85742 1.43497 -1.14969 0.4 0.3 -0.3 0.55
N 2.28711 2.20625 -0.13433 -0.8 0.1 0.0 -0.55
C 3.22775 3.09422 -0.40489 0.3 0.3 0.0 0.29
C 3.56044 4.12497 0.66208 0.0 -0.7 -0.2 -0.65
C 3.85132 3.11694 -1.65102 -0.2 0.0 0.4 -0.35
C 3.40729 2.26500 -2.64223 -0.4 -0.4 -0.1 0.28
C 4.02632 2.25538 -4.04866 -0.5 0.0 0.5 -0.65
N 2.36593 1.44417 -2.39528 0.3 0.0 0.1 -0.47
N -1.06956 -0.30232 0.18788 -0.5 1.6 1.0 -0.44
C -1.15798 -1.61744 -0.27754 0.3 -1.7 -1.1 0.11
C -2.40498 -2.11392 -0.67478 0.4 0.3 0.5 -0.18
C -2.54009 -3.43695 -1.06500 1.6 0.7 0.0 -0.21
C -1.38468 -4.22435 -1.18552 -0.9 -0.1 0.4 0.00
C -1.60811 -5.64622 -1.61756 1.1 0.1 -0.8 -0.63
C -0.11214 -3.71032 -0.85472 0.0 -1.9 0.0 -0.02
C 1.10917 -4.65641 -0.89825 0.1 0.9 0.4 -0.63
C -0.00978 -2.44148 -0.35891 -0.5 1.3 0.2 -0.14
C -1.93774 0.19867 1.15775 -2.4 -1.5 1.2 0.64
O -2.90609 -0.40250 1.62956 1.9 1.2 -0.8 -0.54
H -4.09812 0.20770 5.53148 0.7 0.1 -0.3 0.20
H -4.08542 1.96510 5.75066 0.0 0.4 0.0 0.20
H -5.12541 1.15530 4.51550 0.6 0.4 0.3 0.20
H -1.58621 3.56036 2.23785 -0.5 -0.5 0.2 0.24
H 0.29834 2.48596 0.66036 0.2 0.2 0.2 0.45
H 2.80469 4.10752 1.45632 0.2 0.0 -0.3 0.23
H 3.54435 5.09871 0.16256 0.3 0.0 0.4 0.23
H 4.53955 3.88130 1.11686 -0.4 0.4 -0.3 0.23
H 4.63620 3.80818 -1.83263 0.6 0.5 -0.2 0.21
H 4.07964 3.28833 -4.45035 -0.1 -0.6 0.2 0.22
H 3.36646 1.62972 -4.66639 0.4 0.3 0.0 0.24
H 5.05092 1.83575 -4.04872 -0.5 0.2 0.1 0.23
H -3.27675 -1.48213 -0.60935 0.0 0.1 0.0 0.23
H -3.52243 -3.79984 -1.29799 -0.2 -0.3 -0.1 0.21
H -1.13713 -5.76315 -2.62543 -0.3 -0.3 0.7 0.22
H -1.16462 -6.38258 -0.92970 -0.1 0.2 -0.3 0.22
H -2.66991 -5.81939 -1.71562 -0.2 -0.2 0.0 0.22
H 1.15093 -5.21008 -1.82893 0.0 0.0 -0.3 0.22
H 2.06051 -4.07675 -0.79081 -0.8 -0.5 -0.1 0.22
H 1.07424 -5.42147 -0.10014 -0.1 0.5 -0.2 0.22
H 0.96381 -2.07182 -0.05348 -0.2 0.1 0.0 0.22
```
Forces are in eV/Å.

HOMO-LUMO gap, eV: 7.88
Molar mass, g/mol: 379.42
Relative energy (zero: lowest compared OMol25 entry of this formula, charge and spin), eV: 1.3815
Charge: 0
SMILES: COC(=O)/C=C1/N/C(=N\c2nc(C)cc(C)n2)N(c2ccc(C)c(C)c2)C1=O
Energy, hartree: -1274.25888
HOMO, eV: -8.496
LUMO energy, eV: -0.62
Spin multiplicity: 1

A cluster of 2 separate species, C20H21NO2 in total in a non-equilibrium geometry, computed with ωB97M-V with the def2-TZVPD basis set.

Geometry as XYZ:
```
44
Properties=species:S:1:pos:R:3:forces:R:3:nbo_charge:R:1
C -0.12417 -0.98525 -3.28478 0.1 -0.3 0.0 -0.24
C -0.67337 -1.08684 -4.69912 -0.3 0.2 -0.6 -0.08
O -2.05212 -0.70266 -4.60193 0.2 -0.3 -0.3 -0.54
C -2.29284 -0.24201 -3.30729 1.9 -0.2 0.8 0.83
O -3.40734 0.17537 -3.02063 0.1 0.1 0.1 -0.73
N -1.15879 -0.33524 -2.55444 -1.8 0.8 0.5 -0.74
H 0.06574 -2.01144 -2.92156 0.3 0.3 0.2 0.15
H 0.80363 -0.39285 -3.26522 0.1 -0.3 0.1 0.16
H -0.14111 -0.39974 -5.37252 -0.3 -0.1 -0.1 0.16
H -0.61152 -2.10852 -5.09297 -0.1 0.3 -0.1 0.17
C -5.86584 -1.55155 2.09484 -0.1 -0.1 0.1 -0.64
C -4.63330 -0.87344 1.56617 0.3 0.4 -0.2 0.07
C -4.71294 0.04874 0.50928 0.1 -0.1 0.1 -0.24
C -3.56569 0.59163 -0.05189 0.5 0.2 -0.1 -0.08
C -2.27220 0.32367 0.48855 -0.5 -0.5 0.5 -0.08
C -1.08365 0.92910 -0.05113 -0.7 0.2 -1.0 0.10
C 0.16585 0.93498 0.57668 1.3 0.2 0.6 -0.34
C 1.35347 1.43594 0.03675 -1.6 -0.2 0.1 0.05
C 2.67247 1.15768 0.53339 1.4 -0.2 0.7 -0.18
C 3.80565 1.88470 0.05426 -0.5 -0.3 0.2 -0.12
C 5.08447 1.63381 0.53608 -0.2 -0.1 0.0 -0.23
C 5.30897 0.64656 1.50920 -0.4 0.1 -0.1 0.04
C 6.69927 0.36581 2.00522 0.2 -0.1 0.1 -0.64
C 4.20751 -0.07004 2.00284 -0.1 0.1 -0.2 -0.23
C 2.92249 0.15328 1.51620 -0.1 0.5 -0.3 -0.08
C -2.21715 -0.58273 1.58669 0.0 0.3 -0.2 -0.13
C -3.36893 -1.16526 2.10167 0.3 0.0 -0.1 -0.25
H -5.60528 -2.28541 2.86645 -0.1 0.2 -0.2 0.22
H -6.57695 -0.83680 2.53196 0.2 -0.1 -0.1 0.23
H -6.39601 -2.07631 1.28789 0.2 0.1 0.2 0.24
H -5.69686 0.31767 0.11253 0.4 -0.2 0.0 0.23
H -3.64145 1.21758 -0.93942 0.0 -0.2 0.2 0.27
H -1.18832 1.42232 -1.02047 0.0 -0.1 0.3 0.27
H 0.20585 0.54941 1.60149 0.2 -0.3 -0.5 0.20
H 1.27616 2.12273 -0.81085 0.0 -0.5 -0.1 0.22
H 3.65103 2.66588 -0.69141 0.0 -0.2 0.1 0.22
H 5.93756 2.20703 0.16353 -0.3 -0.2 0.0 0.22
H 6.69213 -0.41583 2.77355 0.0 0.2 -0.2 0.22
H 7.35286 0.03238 1.18707 -0.2 0.1 0.2 0.23
H 7.16428 1.26356 2.43519 -0.2 -0.2 -0.1 0.23
H 4.37654 -0.81765 2.78122 -0.1 0.2 -0.3 0.22
H 2.08212 -0.43834 1.88508 0.4 0.1 -0.1 0.21
H -1.24044 -0.83368 2.00629 -0.4 0.0 0.0 0.20
H -3.30176 -1.86824 2.93555 0.1 0.2 -0.3 0.22
```
Forces are in eV/Å.

HOMO-LUMO gap, eV: 4.25
Molar mass, g/mol: 307.39
Relative energy (zero: lowest compared OMol25 entry of this formula, charge and spin), eV: 3.7565
Charge: 0
Energy, hartree: -979.84734
HOMO, eV: -6.627
LUMO energy, eV: -2.38
Spin multiplicity: 1

The molecule C20H21NO4, computed with ωB97M-V with the def2-TZVPD basis set.

Geometry as XYZ:
```
46
Properties=species:S:1:pos:R:3:forces:R:3:nbo_charge:R:1
C -6.93030 -0.34141 0.64749 0.3 -0.2 -0.2 -0.64
C -6.36720 -1.06858 -0.57026 -0.4 0.2 0.1 -0.06
O -5.09471 -1.63456 -0.32669 0.2 -0.1 0.1 -0.49
C -3.99217 -0.84123 -0.29472 0.3 0.0 0.0 0.31
C -2.80124 -1.48649 0.04960 -0.2 0.0 0.0 -0.26
C -1.61302 -0.79410 0.10847 -0.1 0.1 0.0 -0.17
C -1.58982 0.56481 -0.18830 -0.3 -0.1 0.0 0.09
N -0.36666 1.28004 -0.11862 -0.4 -0.2 0.0 -0.49
C -0.24639 2.54682 0.42742 0.3 0.3 0.2 0.71
O -1.13650 3.17218 0.93898 -0.1 0.1 0.0 -0.57
C 1.19204 2.98519 0.24090 0.1 0.1 0.0 -0.49
C 1.93470 1.70927 -0.13481 0.2 0.0 0.1 -0.31
C 2.63067 1.07665 1.09075 0.1 -0.1 -0.3 -0.41
C 3.10600 -0.31801 0.80120 0.2 0.1 0.1 -0.09
C 2.46415 -1.41744 1.34181 0.2 0.1 0.0 -0.18
C 2.88284 -2.70558 1.05436 0.0 -0.2 0.0 -0.23
C 3.95891 -2.89530 0.21057 -0.1 -0.1 0.1 -0.19
C 4.61846 -1.80994 -0.34210 0.2 0.2 -0.2 -0.32
C 4.19778 -0.51864 -0.05551 -0.1 -0.1 0.2 0.38
O 4.78331 0.61391 -0.54963 -0.3 -0.1 0.3 -0.52
C 5.87885 0.47786 -1.42044 0.2 0.0 -0.2 -0.25
C 0.83591 0.77154 -0.59238 0.4 0.2 -0.3 0.71
O 0.95485 -0.24135 -1.22674 0.0 -0.1 0.0 -0.55
C -2.76252 1.21219 -0.54254 0.3 -0.1 0.0 -0.19
C -3.95852 0.51811 -0.59008 -0.3 -0.2 0.0 -0.26
H -6.98719 -1.02571 1.49023 0.0 0.0 0.1 0.22
H -7.92735 0.02849 0.42461 -0.1 0.1 0.0 0.21
H -6.29659 0.49601 0.92871 0.0 0.1 0.0 0.21
H -6.33597 -0.40495 -1.44308 0.0 -0.1 0.0 0.17
H -7.00035 -1.92624 -0.81490 0.1 0.2 0.0 0.19
H -2.83788 -2.54115 0.27081 0.0 -0.1 0.0 0.23
H -0.70055 -1.30494 0.37178 0.1 -0.1 0.0 0.23
H 1.56532 3.46314 1.14598 -0.1 0.0 0.0 0.24
H 1.21829 3.72527 -0.56178 0.0 0.0 0.0 0.24
H 2.67541 1.84042 -0.92396 -0.1 -0.1 0.0 0.25
H 1.92946 1.05766 1.92826 0.0 0.0 0.1 0.21
H 3.48244 1.70627 1.35615 -0.1 0.1 0.1 0.23
H 1.62164 -1.26113 2.00129 -0.1 0.0 0.1 0.21
H 2.36796 -3.55170 1.48281 0.0 -0.1 0.0 0.21
H 4.29433 -3.89377 -0.02734 0.0 -0.1 0.0 0.21
H 5.45438 -1.98503 -1.00077 0.1 0.0 -0.1 0.22
H 5.60385 -0.06569 -2.32987 0.0 0.0 0.0 0.18
H 6.17387 1.49297 -1.68370 0.0 -0.1 0.0 0.20
H 6.72049 -0.02637 -0.93464 0.0 0.0 0.0 0.18
H -2.74944 2.26577 -0.77162 0.0 0.1 0.0 0.23
H -4.85158 1.05472 -0.86768 -0.1 0.0 0.0 0.21
```
Forces are in eV/Å.

HOMO-LUMO gap, eV: 9.02
Molar mass, g/mol: 339.39
Relative energy (zero: lowest compared OMol25 entry of this formula, charge and spin), eV: 1.6687
Charge: 0
SMILES: CCOc1ccc(N2C(=O)C[C@@H](Cc3ccccc3OC)C2=O)cc1
Energy, hartree: -1130.46763
HOMO, eV: -8.253
LUMO energy, eV: 0.76
Spin multiplicity: 1

A cluster of 4 separate species, C20H22B3NO4 in total in a non-equilibrium geometry, computed with ωB97M-V with the def2-TZVPD basis set.

Geometry as XYZ:
```
50
Properties=species:S:1:pos:R:3:forces:R:3:nbo_charge:R:1
C -5.37138 3.25236 2.47527 0.8 -0.3 -0.4 -1.03
B -4.63325 2.15925 3.42658 -0.6 -1.4 0.3 1.18
O -4.65608 2.14345 4.88333 3.3 1.1 -2.1 -0.89
B -3.23483 2.28104 5.24162 -0.6 -2.1 -0.5 1.00
O -2.22494 1.37131 4.67089 -2.0 2.8 -2.2 -0.88
B -2.45210 1.45485 3.22413 -0.8 -1.4 1.4 1.20
N -1.38742 1.89627 2.25696 -4.2 -2.0 -3.8 -0.79
C -1.86414 1.65983 1.04011 2.8 0.4 -2.6 0.93
O -1.96607 1.50547 -0.18204 0.2 1.0 7.5 -0.47
O -3.81723 1.09847 2.80273 1.5 3.1 1.2 -0.91
H -4.80987 4.25900 2.63876 -1.3 -1.5 -0.2 0.25
H -6.50042 3.34042 2.66738 1.8 0.1 -0.3 0.27
H -5.14277 2.93094 1.38020 -0.7 0.6 1.8 0.25
H -2.85437 3.15454 5.95336 -0.2 -0.2 0.1 -0.09
C 4.67135 1.44441 1.05968 -0.1 0.0 0.0 -0.22
C 4.16495 2.73878 0.98528 0.0 0.0 0.0 -0.21
C 2.81204 2.97187 1.21472 0.1 -0.1 0.0 -0.24
C 1.96379 1.90927 1.51462 0.1 0.0 -0.1 -0.15
C 2.46857 0.61377 1.57993 0.1 0.1 0.0 -0.23
C 3.82217 0.38107 1.35417 0.0 0.1 0.0 -0.23
H 5.72741 1.26376 0.88730 -0.1 0.0 0.0 0.21
H 4.82563 3.56700 0.74899 -0.1 -0.1 0.0 0.21
H 2.41815 3.98168 1.15994 0.0 -0.1 0.0 0.21
H 0.90960 2.09089 1.69604 0.2 0.0 0.0 0.20
H 1.80628 -0.21580 1.80793 0.1 0.1 0.0 0.21
H 4.21595 -0.62881 1.40742 0.0 0.1 0.0 0.22
C 6.15660 -2.77598 -2.34654 -0.1 0.0 0.0 -0.22
C 5.45978 -1.71120 -1.78266 0.0 -0.1 0.0 -0.21
C 4.11722 -1.85723 -1.44619 0.0 -0.1 -0.1 -0.22
C 3.46950 -3.06767 -1.67770 0.1 0.0 0.0 -0.21
C 4.16386 -4.12958 -2.25009 0.0 0.1 0.0 -0.21
C 5.50750 -3.98476 -2.58314 0.0 0.1 0.0 -0.21
H 7.20510 -2.66394 -2.60263 -0.1 0.0 0.0 0.21
H 5.96391 -0.76642 -1.60441 -0.1 -0.1 0.0 0.21
H 3.57525 -1.02792 -1.00354 0.1 -0.1 -0.1 0.22
H 2.42351 -3.18262 -1.41313 0.1 0.0 0.0 0.21
H 3.65750 -5.07161 -2.43614 0.1 0.1 0.0 0.21
H 6.04936 -4.81352 -3.02727 -0.1 0.1 0.0 0.21
C -4.56780 -2.54104 -3.36355 0.1 0.1 0.0 -0.22
C -4.19055 -2.57076 -2.02415 0.0 0.1 0.0 -0.20
C -3.51108 -1.49100 -1.46752 0.0 0.0 -0.1 -0.22
C -3.20466 -0.38228 -2.25169 0.0 0.0 -0.1 -0.22
C -3.57393 -0.35656 -3.59364 -0.1 -0.1 0.0 -0.21
C -4.25669 -1.43471 -4.14945 0.0 0.0 0.1 -0.21
H -5.10334 -3.38011 -3.79552 0.1 0.1 0.0 0.21
H -4.42709 -3.43620 -1.41308 0.0 0.1 -0.1 0.21
H -3.22004 -1.51314 -0.42205 0.0 0.0 -0.1 0.21
H -2.67730 0.46030 -1.81679 -0.2 -0.3 -0.3 0.23
H -3.33002 0.50527 -4.20700 0.0 -0.1 0.1 0.21
H -4.54651 -1.41345 -5.19508 0.0 0.0 0.1 0.21
```
Forces are in eV/Å.

HOMO-LUMO gap, eV: 9.11
Molar mass, g/mol: 372.83
Charge: 0
SMILES: CB1OBOB(N=C=O)O1.c1ccccc1.c1ccccc1.c1ccccc1
Energy, hartree: -1205.79728
HOMO, eV: -9.269
LUMO energy, eV: -0.16
Spin multiplicity: 1

- Number 3 is which compound?
  C20H21NO2

- Which formula does entry 3 have?
  C20H21NO2